{
  "formula": "C3H5NO2",
  "method": "wB97M-V/def2-TZVPD",
  "e_lumo_ev": 0.790,
  "relative_energy_kcal_mol": 72.0,
  "largest_force_ha_per_bohr": 0.0826,
  "molar_mass_g_mol": 87.08,
  "symbols": ["C", "O", "C", "O", "C", "N", "H", "H", "H", "H", "H"],
  "positions_angstrom": [[-0.17, -1.53, -0.08], [0.65, -0.56, 0.46], [0.37, 0.84, -0.34], [1.24, 1.81, -0.05], [-0.97, 1.04, 0.17], [-1.82, 1.28, 0.86], [0.28, -1.81, -1.09], [-1.11, -1.06, -0.11], [-0.29, -2.40, 0.70], [0.51, 0.63, -1.42], [1.31, 1.77, 0.90]]
}

---

{
  "formula": "C3H5NO2",
  "method": "wB97M-V/def2-TZVPD",
  "e_lumo_ev": 0.648,
  "relative_energy_kcal_mol": 52.4,
  "largest_force_ha_per_bohr": 0.0782,
  "molar_mass_g_mol": 87.08,
  "symbols": ["C", "C", "O", "N", "C", "O", "H", "H", "H", "H", "H"],
  "positions_angstrom": [[0.47, -1.22, -0.85], [-0.34, -0.64, 0.21], [-1.55, -0.68, 0.37], [0.32, 0.36, 0.89], [-0.55, 1.43, 0.75], [-0.11, 2.25, -0.02], [0.41, -0.01, -1.44], [-0.05, -2.01, -1.38], [1.52, -1.41, -0.59], [1.25, 0.65, 0.57], [-1.47, 1.68, 1.25]]
}